# 1
Molecular formula: C25H22BBaN4OP
Method: DFT, ωB97M-V with the def2-TZVPD basis set

Results
relative energy (zero: lowest compared OMol25 entry of this formula, charge and spin): 0.76 kcal per mole
2S+1: 1
gap between HOMO and LUMO: 7.16 eV
highest occupied orbital energy: -0.26029 hartree
LUMO level: 0.1 eV
molecular weight: 573.59 g mol⁻¹

```
55
Properties=species:S:1:pos:R:3:forces:R:3
Ba 0.13450 -0.14610 -2.66602 0.065 -0.158 0.047
O 2.72528 -0.75469 -2.48924 -0.325 0.243 0.312
C 2.46817 -0.18705 -1.39508 0.469 -0.195 -0.346
C 3.49397 -0.32217 -0.31358 -0.274 0.067 0.095
C 4.81268 -0.69364 -0.52987 0.121 -0.013 0.073
C 5.68427 -0.81263 0.54455 -0.063 0.003 -0.070
C 5.22137 -0.58088 1.83335 -0.004 0.001 0.019
C 3.89587 -0.22893 2.05850 -0.050 0.017 0.043
C 3.02159 -0.08627 0.98651 0.081 -0.025 -0.092
P 1.29566 0.51972 1.15925 -0.038 -0.076 0.027
C 0.27446 -0.89495 0.56017 -0.041 0.015 0.032
C 0.76811 -2.15008 0.19478 0.061 0.095 0.028
C -0.07118 -3.11037 -0.35105 -0.075 -0.019 -0.006
C -1.42685 -2.84193 -0.52171 0.022 -0.033 -0.018
C -1.93715 -1.61038 -0.13871 0.024 0.043 0.017
C -1.08990 -0.64365 0.39344 -0.016 -0.031 0.013
C 1.03199 0.33545 2.97296 0.033 -0.022 -0.013
C 0.79231 -0.87967 3.61333 0.002 -0.055 -0.044
C 0.60793 -0.93465 4.98566 0.012 0.054 0.035
C 0.66957 0.22905 5.74349 0.013 -0.007 -0.041
C 0.91068 1.44453 5.12027 -0.015 -0.031 0.049
C 1.08247 1.49435 3.74366 0.002 0.043 -0.052
H 5.13590 -0.88617 -1.54541 0.006 -0.003 -0.001
H 6.71732 -1.09389 0.38410 0.004 0.006 -0.007
H 5.89718 -0.67764 2.67399 -0.003 0.000 0.002
H 3.54332 -0.05778 3.06846 0.067 -0.022 0.001
H 1.82171 -2.36541 0.32120 0.012 -0.015 -0.023
H 0.32773 -4.07591 -0.63601 0.019 0.007 0.003
H -2.08074 -3.59641 -0.94120 0.015 0.007 0.005
H -2.98642 -1.38734 -0.27474 -0.016 0.002 -0.002
H -1.49405 0.32384 0.66913 0.005 0.003 -0.008
H 0.74806 -1.79442 3.03404 -0.004 0.003 -0.005
H 0.41913 -1.88595 5.46652 -0.003 -0.002 0.002
H 0.52654 0.18696 6.81551 -0.001 0.000 0.002
H 0.95529 2.35445 5.70478 0.003 0.006 -0.006
H 1.25623 2.44645 3.25388 -0.002 0.000 0.020
B -2.34829 1.74577 -3.98828 0.229 -0.141 -0.111
N -3.13323 0.41532 -3.80531 -0.103 -0.070 0.121
C -4.41468 0.15924 -4.10979 0.117 0.075 -0.121
C -4.69792 -1.14813 -3.77104 -0.026 -0.096 0.098
C -3.50045 -1.62344 -3.22995 0.004 0.102 -0.118
N -2.56110 -0.67884 -3.25306 -0.066 -0.008 -0.101
N -2.13113 2.45588 -2.62894 -0.079 0.093 0.071
C -2.82740 3.47273 -2.09905 0.100 0.009 0.020
C -2.27934 3.78845 -0.86844 -0.096 -0.013 -0.029
C -1.22874 2.88204 -0.72155 0.094 -0.027 -0.016
N -1.14370 2.08353 -1.78338 -0.065 0.079 -0.032
H -2.96944 2.45863 -4.72803 -0.023 0.028 0.017
H -1.23832 1.47232 -4.45415 -0.144 0.034 0.072
H -5.02700 0.91836 -4.56701 0.001 0.006 0.011
H -5.62543 -1.67695 -3.90345 -0.004 0.006 0.024
H -3.27167 -2.60356 -2.84246 -0.013 -0.008 0.007
H -3.64920 3.91265 -2.63907 0.002 -0.010 -0.008
H -2.58870 4.56270 -0.18899 -0.008 0.001 0.006
H -0.51724 2.76746 0.08307 -0.026 0.031 -0.002
```
Positions in Å, forces in eV/Å.

Mulliken population analysis, charges in e, atoms 1 to 8:
1 Ba 1.71
2 O -0.76
3 C 0.01
4 C 0.02
5 C -0.51
6 C -0.58
7 C -0.63
8 C -0.67


# 2
Molecular formula: C25H22Cl24N2O
Method: DFT, ωB97M-V with the def2-TZVPD basis set

Results
2S+1: 1
gap between HOMO and LUMO: 7.49 eV
highest occupied orbital energy: -0.30798 hartree
LUMO level: -0.9 eV
SMILES: Cc1cnc2ccc(CC(=O)c3ccccc3)cc2n1.ClC(Cl)Cl.ClC(Cl)Cl.ClC(Cl)Cl.ClC(Cl)Cl.ClC(Cl)Cl.ClC(Cl)Cl.ClC(Cl)Cl.ClC(Cl)Cl
molecular weight: 1217.34 g mol⁻¹

```
74
Properties=species:S:1:pos:R:3:forces:R:3
C 3.95873 1.92256 0.49747 -1.119 -0.485 0.268
C 2.54628 2.65923 0.26293 -1.605 0.520 0.218
C 2.49960 3.97366 -0.57443 -1.807 -0.176 0.322
N 1.33357 4.73809 -0.88616 1.260 -5.027 2.967
C 0.18315 4.09657 -0.30204 -2.154 0.294 0.281
C -1.22315 4.78955 -0.55895 -1.747 -2.404 2.011
C -2.56734 4.21895 0.02107 3.705 -1.049 0.112
C -2.55065 2.89791 0.89913 4.023 0.591 -1.256
C -3.84573 2.19736 1.51712 0.903 -0.443 0.398
C -3.83321 0.57840 1.39844 -1.107 -2.914 1.549
O -4.39186 -0.15969 2.27227 2.176 3.440 -3.242
C -3.15698 -0.21716 0.16215 1.631 -1.623 -3.740
C -3.89543 -0.37800 -1.22770 3.707 -1.228 0.956
C -3.16929 -1.13129 -2.40942 1.536 0.321 2.384
C -1.74430 -1.73788 -2.29470 -1.447 1.925 3.849
C -1.02075 -1.61755 -0.90825 -3.601 1.650 -0.421
C -1.72811 -0.88165 0.26034 -1.286 0.062 -2.029
C -1.16243 2.25562 1.15110 -1.637 2.383 -1.386
C 0.19618 2.81424 0.56800 -1.169 0.203 -0.025
N 1.39396 2.07153 0.86764 0.945 4.119 -3.062
H 3.73229 0.78751 0.41950 0.462 1.897 0.030
H 4.74416 2.19416 -0.30001 -1.389 -0.157 1.810
H 4.32307 2.09186 1.57435 -0.539 -0.189 -1.954
H 3.50282 4.36548 -0.99216 -1.864 -0.664 0.749
H -1.27770 5.76390 -1.17828 0.277 -1.900 1.150
H -3.57773 4.74632 -0.17178 2.011 -0.908 0.256
H -3.84558 2.41211 2.65661 -0.241 -0.403 -1.908
H -4.84022 2.54337 1.06903 1.526 -0.301 0.510
H -4.94874 0.05687 -1.34984 1.827 -0.802 0.028
H -3.71332 -1.23047 -3.41498 0.880 0.237 1.828
H -1.17015 -2.26296 -3.13157 -1.300 0.931 1.181
H 0.03585 -2.04046 -0.74826 -1.926 0.762 -0.271
H -1.17057 -0.77654 1.26749 -1.001 -0.324 -1.931
H -1.13614 1.30512 1.79275 0.220 1.718 -1.114
C 4.39076 3.57423 4.82754 0.148 -0.009 0.017
Cl 5.80602 2.55827 5.13423 -0.240 0.067 0.092
Cl 4.20747 3.87696 3.09392 -0.012 0.330 0.508
Cl 2.92981 2.82117 5.48416 0.026 0.176 -0.067
H 4.53927 4.52923 5.32888 -0.040 -0.215 -0.096
C -6.52680 -3.49779 -3.40720 0.064 -0.218 0.055
Cl -6.88321 -4.66863 -4.68461 -0.257 0.029 0.322
Cl -4.97107 -3.86077 -2.64748 -0.270 -0.052 -0.061
Cl -6.53333 -1.84975 -4.05558 -0.044 -0.040 0.034
H -7.30411 -3.57061 -2.64852 0.175 0.055 -0.169
C 1.60044 0.01083 7.41985 -0.020 -0.012 0.079
Cl 2.61043 -0.85165 8.58921 -0.169 0.248 -0.318
Cl 0.76737 -1.13174 6.35570 0.090 0.120 0.047
Cl 0.43301 1.05004 8.25229 0.110 -0.020 -0.118
H 2.24615 0.64031 6.80859 -0.146 -0.200 0.176
C -4.54404 -4.76583 -8.13430 0.031 0.004 0.107
Cl -4.50824 -3.73027 -6.70022 0.223 0.050 -0.355
Cl -3.03572 -5.68007 -8.27918 -0.117 0.093 -0.042
Cl -5.93228 -5.86195 -8.07546 0.240 0.086 0.102
H -4.64567 -4.13095 -9.01289 0.022 -0.151 0.187
C 6.00897 -3.40297 8.60277 0.019 0.038 0.012
Cl 7.25562 -4.26078 9.52020 -0.116 0.036 -0.108
Cl 4.65513 -2.96299 9.65359 0.263 -0.268 0.030
Cl 6.68695 -1.96422 7.82707 -0.086 -0.134 0.024
H 5.63703 -4.06823 7.82546 0.075 0.153 0.177
C 5.40653 -0.42322 -2.37931 -0.007 -0.013 -0.016
Cl 4.49543 -1.76046 -1.66294 0.068 0.113 -0.088
Cl 4.46067 1.07132 -2.32673 0.066 -0.428 -0.921
Cl 6.95386 -0.20901 -1.54736 -0.107 -0.009 -0.087
H 5.60809 -0.66521 -3.42137 -0.039 0.046 0.240
C 9.06080 4.88192 4.11344 -0.001 -0.093 -0.017
Cl 10.07173 4.02197 5.28372 -0.070 0.101 -0.118
Cl 8.23079 3.73793 3.04949 0.208 0.183 -0.054
Cl 7.89146 5.91859 4.94510 0.078 -0.021 -0.075
H 9.70452 5.51282 3.50299 -0.152 -0.127 0.150
C -9.15522 -6.76078 -10.92450 0.024 0.023 -0.055
Cl -8.04799 -5.42744 -10.56811 -0.301 -0.092 -0.154
Cl -9.33150 -6.97351 -12.67242 -0.035 0.018 0.155
Cl -8.58827 -8.25765 -10.16983 -0.071 0.133 -0.024
H -10.13118 -6.51582 -10.50903 0.222 -0.055 -0.091
```
Positions in Å, forces in eV/Å.

Mulliken population analysis, charges in e, atoms 1 to 8:
1 C -0.82
2 C 0.70
3 C -0.18
4 N -0.58
5 C 0.41
6 C -0.44
7 C -0.61
8 C 0.40


# 3
Molecular formula: C25H22Cl3IrN4O3S
Method: DFT, ωB97M-V with the def2-TZVPD basis set

Results
relative energy (zero: lowest compared OMol25 entry of this formula, charge and spin): 71.58 kcal per mole
⟨S²⟩: 0.76
2S+1: 2
gap between HOMO and LUMO (spin up / spin down): 5.32 / 4.72 eV
highest occupied orbital energy (spin up / spin down): -0.37010 / -0.36962 hartree
LUMO level (spin up / spin down): -4.8 / -5.3 eV
molecular weight: 757.12 g mol⁻¹
net charge: +1

```
59
Properties=species:S:1:pos:R:3:forces:R:3
Ir 0.11700 1.07906 -0.24155 -0.410 0.574 -0.434
O -0.68881 -0.03681 1.16257 0.034 -0.234 -0.079
C -1.23160 0.34797 2.26961 -0.036 0.198 0.004
C -1.63892 -0.66377 3.17079 -0.043 0.014 0.061
C -2.24905 -0.32855 4.34323 0.009 -0.021 -0.011
C -2.49931 1.02244 4.69331 -0.004 0.033 -0.004
C -2.11335 2.01601 3.85243 -0.011 -0.048 0.015
C -1.45915 1.72066 2.61859 0.128 -0.031 -0.047
C -1.04314 2.79910 1.82483 -0.049 -0.099 -0.002
N -0.39464 2.73220 0.67822 0.413 -0.098 0.042
C 0.19209 3.94559 0.07534 -0.013 -0.088 0.086
C 0.22132 3.75077 -1.42762 -0.098 -0.018 -0.131
N 0.62557 2.36617 -1.72715 -0.106 0.055 0.290
C 1.05602 2.03298 -2.88867 0.036 -0.020 0.026
C 1.17929 0.67880 -3.34455 -0.078 -0.104 0.034
C 1.91682 0.42588 -4.51026 -0.064 0.023 0.019
C 2.05411 -0.85436 -4.99124 0.008 -0.019 -0.014
C 1.43158 -1.90904 -4.31985 -0.012 0.000 -0.012
C 0.65984 -1.68592 -3.19857 -0.030 -0.002 -0.026
C 0.52205 -0.39162 -2.69724 0.196 0.007 -0.149
O -0.26081 -0.23590 -1.62119 0.126 -0.082 0.149
H -1.42232 -1.68832 2.89545 0.001 0.016 -0.010
H -2.54367 -1.11253 5.02900 -0.004 0.004 0.006
H -2.98627 1.25486 5.62941 0.001 -0.005 0.002
H -2.28689 3.05341 4.11054 0.005 0.006 -0.004
H -1.26661 3.79815 2.19488 0.002 0.003 -0.006
H 1.20294 4.04794 0.47803 -0.006 0.011 -0.003
H -0.38405 4.83191 0.34115 -0.011 0.006 -0.010
H 0.87521 4.46874 -1.92333 0.047 -0.018 0.041
H -0.79078 3.87952 -1.82009 0.025 0.042 -0.018
H 1.31003 2.82828 -3.58928 -0.026 0.002 0.008
H 2.39799 1.25318 -5.01751 -0.007 0.016 0.008
H 2.64049 -1.04317 -5.87923 0.003 -0.006 0.003
H 1.55309 -2.92127 -4.68203 0.002 -0.003 0.000
H 0.19359 -2.50161 -2.66132 0.013 0.012 0.004
Cl 7.16324 1.00254 2.15912 0.021 -0.010 0.014
C 5.60552 0.83400 1.43391 -0.034 0.009 -0.033
C 4.47212 1.11923 2.16570 0.009 -0.027 -0.039
C 3.22799 0.98195 1.56854 -0.051 -0.012 -0.023
Cl 1.84163 1.34684 2.54168 -0.096 0.029 0.056
C 3.06944 0.58277 0.24209 0.108 0.193 -0.019
O 1.93393 0.40198 -0.43785 -0.039 -0.254 0.055
C 4.25587 0.31050 -0.46587 0.034 0.037 0.039
Cl 4.15150 -0.19769 -2.11207 0.038 -0.023 0.001
C 5.50136 0.41999 0.11464 0.016 -0.009 0.027
H 4.54059 1.43927 3.19503 0.006 -0.002 0.002
H 6.38352 0.18866 -0.46427 0.010 0.000 0.007
S 0.42307 -3.21566 0.39768 0.077 0.043 0.025
C -1.22063 -3.26333 0.16231 -0.086 -0.118 -0.132
N -2.08263 -4.13994 0.73251 0.017 0.022 0.018
C -3.47565 -3.79202 0.49576 -0.007 -0.017 0.005
C -3.35646 -2.80425 -0.68051 0.014 -0.016 -0.027
N -1.94209 -2.46660 -0.65251 -0.049 0.050 0.157
H -1.76446 -4.74732 1.46595 0.004 -0.009 0.000
H -3.92173 -3.31922 1.37515 -0.006 0.009 -0.005
H -4.06766 -4.66701 0.23452 -0.009 0.008 0.011
H -3.98283 -1.92365 -0.54054 -0.008 -0.015 -0.007
H -3.62879 -3.27634 -1.62719 -0.001 -0.004 0.004
H -1.50533 -1.70602 -1.14649 -0.008 -0.008 0.025
```
Positions in Å, forces in eV/Å.

Mulliken population analysis, charges in e, atoms 1 to 8:
1 Ir 1.62
2 O -1.14
3 C 0.35
4 C -0.58
5 C -0.52
6 C -0.72
7 C -0.96
8 C 0.96


# 4
Molecular formula: C25H22ClN3O4
Method: DFT, ωB97M-V with the def2-TZVPD basis set

Results
relative energy (zero: lowest compared OMol25 entry of this formula, charge and spin): 520.79 kcal per mole
2S+1: 1
gap between HOMO and LUMO: 8.24 eV
highest occupied orbital energy: -0.30981 hartree
LUMO level: -0.2 eV
molecular weight: 463.92 g mol⁻¹

```
55
Properties=species:S:1:pos:R:3:forces:R:3
C -4.69824 -0.26199 -2.68905 4.045 -0.674 -6.338
H -3.86315 -0.81648 -3.37024 -1.950 1.319 1.220
O -4.62601 -0.82519 -1.55679 -0.419 -4.340 7.892
C -5.54995 -0.46937 -0.58204 1.469 -0.082 -4.224
C -6.42548 0.47852 -0.84191 -4.460 6.745 2.752
C -7.28627 0.97719 0.43265 0.833 -0.366 -2.343
C -7.26406 0.26750 1.75424 2.767 2.202 -13.026
C -6.35222 -0.67662 1.60142 -0.247 -3.885 7.049
C -5.59969 -1.10265 0.57325 2.645 -3.775 3.546
C -4.58415 -2.35087 0.77592 0.010 8.929 -2.303
H -4.98564 -2.89673 0.11490 -2.153 -5.350 -4.574
C -3.27632 -1.87303 0.34732 7.935 -5.198 -0.850
O -2.40613 -2.93325 -0.20342 -5.004 6.922 2.774
N -2.79503 -0.63138 0.91173 7.818 -12.072 -10.912
C -1.62658 -0.05578 0.57060 -4.642 8.448 6.969
C -0.57121 -0.64718 0.21695 9.329 -6.702 -5.741
C 0.69302 -0.04314 -0.00136 -0.238 4.371 1.322
C 0.69076 1.38028 0.48522 5.872 -0.958 -2.872
C -0.28216 2.11646 0.95109 -9.680 -0.368 5.435
C -1.57415 1.32635 1.27490 6.885 -2.715 -5.990
H -2.45719 1.72048 1.53682 -2.934 1.653 1.309
H -0.44176 3.12176 1.52340 1.629 -1.549 -1.838
C 1.94354 2.30217 0.30354 0.736 -5.100 -0.395
N 2.08978 3.44621 0.88570 2.022 -0.133 -3.430
O 3.41991 3.88420 0.10454 0.141 -3.945 1.475
C 3.98915 2.68528 -0.33498 -6.232 -0.785 -0.364
N 3.05485 1.51630 -0.42148 1.773 8.959 2.590
C 5.34170 2.86216 -0.88175 -1.732 -11.807 0.014
O 6.14399 2.03967 0.12560 -0.325 3.151 -0.783
C 6.30615 0.66906 0.15630 -6.168 1.896 -5.312
C 7.27513 0.30311 0.86683 1.433 -8.919 0.288
C 7.37763 -1.19750 0.92644 6.734 6.981 8.083
C 6.59506 -1.98572 0.38251 -4.341 -7.552 -3.477
C 5.54096 -1.66309 -0.49146 0.106 6.003 -1.272
C 5.40002 -0.22452 -0.59774 1.361 0.238 0.829
H 4.68262 0.42384 -1.18851 0.624 -2.159 0.447
C 4.67116 -2.45635 -1.37037 -6.711 4.013 9.258
H 4.08955 -3.05681 -0.22256 1.201 0.894 -3.877
H 5.19675 -3.09121 -1.82123 3.320 -5.459 -4.495
H 3.82247 -1.77883 -1.71347 1.489 -1.462 -0.401
Cl 6.84427 -3.81294 0.71182 -0.365 1.505 -0.325
H 8.03686 -1.50474 1.93326 -1.448 0.314 -3.312
H 7.81042 0.83321 1.47547 3.158 3.147 3.061
H 5.28101 2.11082 -1.82407 0.727 2.610 1.392
H 5.52041 3.80585 -0.97257 2.324 5.455 -0.496
H 1.68295 -0.38283 -0.53078 -2.478 0.208 1.399
H -0.47257 -1.74031 -0.21847 -1.327 2.114 1.326
H -3.41893 -0.32344 1.35065 -11.250 7.187 8.392
H -4.62207 -2.61692 1.69624 -0.131 -2.134 5.933
H -6.41557 -1.16055 2.71461 1.488 -0.243 -2.730
H -7.75539 0.76461 2.37162 -4.031 3.084 6.474
H -7.86115 1.95818 0.21111 0.822 -1.879 0.600
H -6.32369 1.25544 -1.72107 -0.576 -1.972 1.871
H -4.36113 0.69607 -2.57197 0.535 3.190 -0.631
H -5.60425 -0.36530 -3.15938 -2.387 0.046 -1.388
```
Positions in Å, forces in eV/Å.

Mulliken population analysis, charges in e, atoms 1 to 8:
1 C -1.26
2 H 0.21
3 O -0.22
4 C 1.36
5 C -0.56
6 C -0.22
7 C -1.32
8 C 0.01